No. 1
A 2-piece molecular cluster, C11H20ClNO8S2 overall in a non-equilibrium geometry. Source: the OMol25 dataset; level of theory: ωB97M-V/def2-TZVPD.

Structure (ORCA input):
```
! wB97M-V def2-TZVPD RIJCOSX def2/J DEFGRID3
* xyz -2 1
N -0.34015 -2.38644 -3.45321
C -0.53414 -2.27533 -1.99047
C -0.94506 -0.84483 -1.63448
C -0.89759 -0.46779 -0.15669
C 0.57607 -0.48247 0.29797
C 1.23647 0.88292 0.45195
C 1.79081 1.46046 -0.85582
C 0.73984 2.24140 -1.63261
S 1.18275 2.18577 -3.37302
O 2.18829 3.17252 -3.61033
O 1.51897 0.86992 -3.80116
O -0.14577 2.64091 -4.16336
O -1.48648 0.81514 0.06180
C -1.82289 0.83280 1.41215
O -2.16824 1.80819 2.01013
O -1.70629 -0.45003 1.91131
C -1.88505 -1.25731 0.74882
S -3.67588 -0.91088 0.33616
Cl -1.53983 -2.92243 1.07551
H -1.21343 -2.13877 -3.89771
H 0.33775 -1.69534 -3.74776
H 0.39587 -2.58424 -1.53393
H -1.29581 -2.99557 -1.73697
H -0.33783 -0.18722 -2.23982
H -1.96054 -0.71916 -2.00907
H 1.18391 -1.06057 -0.38391
H 0.68880 -0.97270 1.27239
H 2.09458 0.71289 1.09260
H 0.63295 1.60643 0.98049
H 2.57980 2.15671 -0.59943
H 2.24795 0.65369 -1.41383
H 0.70953 3.28611 -1.37313
H -0.25986 1.83024 -1.56891
H 0.19285 2.82353 -5.05008
H -3.72271 -0.90461 -1.00673
O -0.48541 -0.53453 6.33723
C -0.01983 -0.86228 5.10234
C 1.43184 -0.31338 4.80003
O 1.86283 -0.64572 3.54655
H -0.63563 -0.49389 4.24191
H 0.05448 -1.96606 4.88505
H 2.06161 -0.69187 5.64643
H 1.37046 0.78376 5.02161
*
```

## Properties
- energy (Ha) = -2344.21427
- maximum force (eV/Å) = 1.8

Okay, here come the natural (NBO) numbers, in e, for every atom: -0.8320, -0.2228, -0.4439, 0.2226, -0.4907, -0.4005, -0.4212, -0.6456, 2.3365, -0.9699, -0.9610, -0.8839, -0.5507, 0.9891, -0.5381, -0.4867, 0.1128, -0.0448, 0.0569, 0.3347, 0.3574, 0.2023, 0.1951, 0.2158, 0.1897, 0.1962, 0.3273, 0.2787, 0.2173, 0.2164, 0.2229, 0.2498, 0.2592, 0.4916, 0.1081, -0.9947, -0.0348, -0.0476, -1.0277, 0.0571, 0.0426, 0.0577, 0.0590


No. 2
C11H20CoN5O14P2 as an isolated structure in a non-equilibrium geometry. Source: the OMol25 dataset; level of theory: ωB97M-V/def2-TZVPD.

Structure (ORCA input):
```
! wB97M-V def2-TZVPD RIJCOSX def2/J DEFGRID3
* xyz -1 4
Co 0.28618 0.34923 -0.68245
O -3.13732 0.02263 1.39195
C -2.38362 0.69663 0.66705
O -1.86232 0.28463 -0.39675
C -2.01872 2.09153 1.20685
C -0.82082 1.86183 2.15755
C -0.70272 3.05203 3.13115
C -0.15232 4.14083 2.19265
C -0.03582 3.35193 0.87525
O 0.29798 2.04023 1.30935
C -1.42992 3.15753 0.25655
C -1.23042 2.76593 -1.25105
O -1.96842 3.28653 -2.06935
O -0.20812 2.05003 -1.49235
H -2.89102 2.45723 1.75195
H -0.80042 0.87503 2.61465
H 0.00538 2.81463 3.92655
H -1.65762 3.31503 3.58135
H 0.82548 4.49603 2.51815
H -0.81442 4.99833 2.08705
H 0.71688 3.70763 0.17665
H -2.03072 4.07053 0.26795
N 2.29638 0.21283 0.85575
N 3.42498 -0.17157 0.13365
C 3.32198 -0.18447 -1.22115
N 4.25348 -0.87537 -1.91215
N 2.35208 0.51343 -1.76055
N 2.02298 0.31363 -3.04415
O 2.90658 0.19743 -3.88545
O 0.84828 0.25583 -3.29915
H 2.50358 0.90443 1.56175
H 1.74768 -0.56237 1.22435
H 3.98898 -0.92807 0.52255
H 4.62538 -1.72167 -1.50995
H 4.10958 -0.87437 -2.92055
C -1.90052 -4.29237 -0.71375
C -1.30692 -2.89537 -0.81355
O -2.14162 -2.08377 -1.58595
P -0.92182 -2.31967 0.89995
O -2.22522 -2.36237 1.77445
O -0.06612 -3.53557 1.46195
O -0.15832 -1.04427 1.07445
P 0.42698 -2.93727 -1.47985
O 0.27938 -3.13527 -3.07125
O 1.19258 -4.06617 -0.87485
O 1.03028 -1.56617 -1.25525
H -2.58432 -4.36417 0.13275
H -1.10492 -5.02617 -0.59865
H -2.44072 -4.50337 -1.63395
H -2.10832 -1.15817 -1.25885
H -2.69452 -1.47557 1.66045
H 0.50838 -3.84437 0.72045
H -0.17352 -2.35557 -3.40425
*
```

## Properties
- maximum force (eV/Å) = 1.9
- expectation value of S² = 3.755
- energy above the lowest of the compared OMol25 structures with the same formula, charge and spin (kJ/mol) = 65.5

Okay, here come the natural (NBO) numbers, in e, for every atom: 1.6136, -0.7449, 0.8493, -0.8384, -0.3463, 0.0796, -0.4166, -0.4368, 0.0945, -0.5560, -0.3684, 0.8262, -0.6734, -0.8907, 0.2298, 0.2320, 0.2020, 0.2069, 0.2019, 0.2078, 0.2180, 0.2234, -0.6802, -0.4271, 0.6667, -0.8023, -0.5018, 0.6453, -0.4717, -0.3478, 0.3803, 0.4194, 0.3701, 0.3944, 0.4360, -0.6352, -0.4656, -0.7488, 2.3822, -1.0215, -1.0196, -1.2041, 2.3572, -0.9870, -1.1583, -1.2623, 0.2235, 0.2330, 0.2261, 0.5163, 0.5326, 0.5295, 0.5069


No. 3
A 3-piece molecular cluster, C11H20F9O8S3 overall in a non-equilibrium geometry. Source: the OMol25 dataset; level of theory: ωB97M-V/def2-TZVPD.

Structure (ORCA input):
```
! wB97M-V def2-TZVPD RIJCOSX def2/J DEFGRID3
* xyz -1 1
O -4.99021 0.40820 0.82988
C -3.79490 0.79692 1.35272
O -3.34896 2.17306 1.01883
C -2.87745 -0.23557 2.29660
C -3.62950 -0.31138 3.74827
C -2.68065 0.14094 5.03419
F -1.32369 -0.45279 4.72262
F -3.07975 -0.54362 6.31548
C -2.43735 1.74566 5.16976
F -1.12580 1.91501 5.90076
F -2.23321 2.44191 3.85699
S -3.70333 2.72067 6.11733
F -3.28651 2.06160 7.64115
F -2.52854 3.99316 6.31507
F -4.14135 3.50531 4.62089
F -4.98428 1.62652 5.83844
F -4.82782 3.73610 6.93236
H -1.80549 0.23238 2.30715
H -2.91375 -1.27453 1.72029
H -4.63724 0.27959 3.68163
H -3.88817 -1.45847 3.94781
O 0.22184 0.59172 -1.38179
S -1.06454 0.45554 -2.03283
O -2.05348 -0.50178 -1.58680
O -0.83078 0.25881 -3.63337
C 0.03776 -0.77449 -4.07475
C -0.64451 -2.12866 -4.02465
C -1.82820 2.05571 -2.11601
H 0.96707 -0.77765 -3.49541
H 0.30466 -0.54690 -5.11153
H -0.83709 -2.43339 -2.99146
H -0.01909 -2.89391 -4.49228
H -1.61116 -2.09583 -4.53731
H -1.10570 2.77244 -2.51078
H -2.12589 2.34136 -1.10500
H -2.70823 1.99467 -2.75961
O 5.45939 -2.37806 -4.81838
S 5.72537 -2.48924 -3.39920
O 4.86492 -3.24309 -2.51334
O 5.93432 -0.99650 -2.78019
C 4.92817 -0.01879 -3.00066
C 3.74738 -0.22159 -2.06985
C 7.39330 -3.05518 -3.17932
H 4.61020 -0.01496 -4.04858
H 5.38026 0.95697 -2.79710
H 3.21057 -1.14397 -2.31169
H 3.04349 0.61106 -2.15165
H 4.08166 -0.30526 -1.03084
H 8.05708 -2.44923 -3.79882
H 7.43963 -4.10060 -3.49128
H 7.65956 -2.96986 -2.12375
*
```

## Properties
- maximum force (eV/Å) = 7.4
- energy above the lowest of the compared OMol25 structures with the same formula, charge and spin (kJ/mol) = 595.7

Okay, here come the natural (NBO) numbers, in e, for every atom: -0.7486, 0.7263, -0.8572, -0.5259, -0.4746, 0.6613, -0.3578, -0.3526, 0.4637, -0.3286, -0.2660, 2.2088, -0.4311, -0.4471, -0.4279, -0.4364, -0.4174, 0.2516, 0.2443, 0.2759, 0.2455, -0.9436, 2.3462, -0.9058, -0.7202, -0.0738, -0.6397, -0.8904, 0.1891, 0.1830, 0.2303, 0.2068, 0.2145, 0.2295, 0.3198, 0.2487, -0.9287, 2.3474, -0.9154, -0.7164, -0.0798, -0.6423, -0.8789, 0.1920, 0.1918, 0.2216, 0.2353, 0.2189, 0.2487, 0.2520, 0.2531


Question: The lowest maximum force belongs to which entry?
Answer: C11H20ClNO8S2


Question: The lowest maximum force belongs to which entry?
Answer: C11H20ClNO8S2


Copy entry 2 word for word.
C11H20CoN5O14P2 as an isolated structure in a non-equilibrium geometry. Source: the OMol25 dataset; level of theory: ωB97M-V/def2-TZVPD.

Structure (ORCA input):
```
! wB97M-V def2-TZVPD RIJCOSX def2/J DEFGRID3
* xyz -1 4
Co 0.28618 0.34923 -0.68245
O -3.13732 0.02263 1.39195
C -2.38362 0.69663 0.66705
O -1.86232 0.28463 -0.39675
C -2.01872 2.09153 1.20685
C -0.82082 1.86183 2.15755
C -0.70272 3.05203 3.13115
C -0.15232 4.14083 2.19265
C -0.03582 3.35193 0.87525
O 0.29798 2.04023 1.30935
C -1.42992 3.15753 0.25655
C -1.23042 2.76593 -1.25105
O -1.96842 3.28653 -2.06935
O -0.20812 2.05003 -1.49235
H -2.89102 2.45723 1.75195
H -0.80042 0.87503 2.61465
H 0.00538 2.81463 3.92655
H -1.65762 3.31503 3.58135
H 0.82548 4.49603 2.51815
H -0.81442 4.99833 2.08705
H 0.71688 3.70763 0.17665
H -2.03072 4.07053 0.26795
N 2.29638 0.21283 0.85575
N 3.42498 -0.17157 0.13365
C 3.32198 -0.18447 -1.22115
N 4.25348 -0.87537 -1.91215
N 2.35208 0.51343 -1.76055
N 2.02298 0.31363 -3.04415
O 2.90658 0.19743 -3.88545
O 0.84828 0.25583 -3.29915
H 2.50358 0.90443 1.56175
H 1.74768 -0.56237 1.22435
H 3.98898 -0.92807 0.52255
H 4.62538 -1.72167 -1.50995
H 4.10958 -0.87437 -2.92055
C -1.90052 -4.29237 -0.71375
C -1.30692 -2.89537 -0.81355
O -2.14162 -2.08377 -1.58595
P -0.92182 -2.31967 0.89995
O -2.22522 -2.36237 1.77445
O -0.06612 -3.53557 1.46195
O -0.15832 -1.04427 1.07445
P 0.42698 -2.93727 -1.47985
O 0.27938 -3.13527 -3.07125
O 1.19258 -4.06617 -0.87485
O 1.03028 -1.56617 -1.25525
H -2.58432 -4.36417 0.13275
H -1.10492 -5.02617 -0.59865
H -2.44072 -4.50337 -1.63395
H -2.10832 -1.15817 -1.25885
H -2.69452 -1.47557 1.66045
H 0.50838 -3.84437 0.72045
H -0.17352 -2.35557 -3.40425
*
```

## Properties
- maximum force (eV/Å) = 1.9
- expectation value of S² = 3.755
- energy above the lowest of the compared OMol25 structures with the same formula, charge and spin (kJ/mol) = 65.5

Okay, here come the natural (NBO) numbers, in e, for every atom: 1.6136, -0.7449, 0.8493, -0.8384, -0.3463, 0.0796, -0.4166, -0.4368, 0.0945, -0.5560, -0.3684, 0.8262, -0.6734, -0.8907, 0.2298, 0.2320, 0.2020, 0.2069, 0.2019, 0.2078, 0.2180, 0.2234, -0.6802, -0.4271, 0.6667, -0.8023, -0.5018, 0.6453, -0.4717, -0.3478, 0.3803, 0.4194, 0.3701, 0.3944, 0.4360, -0.6352, -0.4656, -0.7488, 2.3822, -1.0215, -1.0196, -1.2041, 2.3572, -0.9870, -1.1583, -1.2623, 0.2235, 0.2330, 0.2261, 0.5163, 0.5326, 0.5295, 0.5069


Question: Which value of maximum force does entry 1 give?
Answer: 1.8 eV/Å